[1]
Below is C26H60CrF6N5O15S2V as an isolated structure at a distorted geometry, with properties calculated with ωB97M-V/def2-TZVPD.

Geometry as XYZ:
```
116
Properties=species:S:1:pos:R:3:forces:R:3:mulliken_charge:R:1
Cr -2.42744 -0.65161 3.57299 0.12 0.82 -1.57 0.5437
O 1.54943 -2.67388 1.68591 -1.18 0.40 0.02 -0.3860
V 0.12883 -2.21883 1.18617 0.21 -0.57 -3.76 1.1729
O -0.59179 -3.58975 0.62133 0.87 2.79 1.50 -0.7748
C 0.78285 2.21828 3.73308 -1.21 -3.28 1.15 0.5909
F 2.02540 2.54337 3.58513 0.22 0.51 0.00 -0.1683
F 0.07865 3.00099 4.50028 0.22 1.43 0.10 -0.1926
F 0.15969 2.02653 2.60177 -0.31 0.90 -1.76 -0.1173
S 0.63288 0.43529 4.47838 3.38 -0.97 -0.53 0.0752
O 0.82694 -0.51999 3.38974 -0.81 0.89 1.03 -0.4658
O 1.71023 0.43006 5.49244 -2.94 -0.31 -1.43 -0.4537
N -1.11239 0.30093 4.88533 3.71 0.42 -0.27 -0.1323
S -1.15830 0.81940 6.39845 0.26 2.63 3.81 0.8829
O -0.14132 1.82337 6.84914 -2.26 -3.13 -1.67 -0.5748
O -2.51169 1.20683 6.70779 -0.09 -0.71 -0.53 -0.6631
C -0.89235 -0.79901 7.40677 -0.56 1.59 -0.29 0.5955
F -0.90837 -0.34024 8.69039 0.59 -1.51 -1.43 -0.2001
F -1.99229 -1.57833 7.19569 1.28 0.36 0.29 -0.2283
F 0.22209 -1.45444 7.01500 -1.45 0.58 1.19 -0.1656
O 0.62137 -1.05148 -0.78470 -2.38 -0.69 3.70 0.1341
C -0.12583 0.17089 -0.55299 0.91 -0.34 0.72 -0.2678
C -1.39033 0.19390 0.44140 -0.63 -1.90 -1.56 -0.4191
O -1.35563 -0.52808 1.68304 1.73 -1.17 0.77 0.6219
H -0.40821 0.49157 -1.55575 -0.85 0.29 0.07 0.1274
H 0.59895 0.91504 -0.22278 0.09 0.35 0.37 0.1094
H -2.13588 -0.38954 -0.09884 -0.35 0.12 -0.71 0.6887
H -1.85670 1.17432 0.53829 0.62 0.40 0.25 -0.4610
C -3.26599 2.48771 3.67530 0.86 -0.48 -0.16 -0.3006
O -3.59771 1.12278 3.16674 1.55 1.69 3.01 0.2270
C -4.58905 1.09661 2.21528 -1.62 0.28 -0.40 -0.8600
C -5.17305 -0.34341 2.20139 -0.48 3.23 -0.63 -0.7178
N -4.10232 -1.26366 2.27170 0.81 -0.22 -0.52 0.8295
C -4.67157 -2.55220 2.05576 -0.04 -3.26 0.87 -0.7583
C -4.02365 -3.25485 0.93735 1.74 -0.67 -1.59 -0.4846
O -4.00832 -2.43623 -0.25638 -0.60 0.50 2.25 -0.4184
C -3.44950 -3.06465 -1.35536 0.16 -1.20 -0.97 -0.7788
H -2.30728 2.44225 4.19193 -0.02 -0.40 -0.40 -0.1767
H -3.90407 2.92508 4.44319 -0.85 -0.64 -0.33 0.2676
H -3.15611 3.17175 2.83380 -0.19 -0.14 -0.13 0.2155
H -4.14241 1.53156 1.32117 -0.18 -0.78 -0.81 0.3338
H -5.36337 1.81903 2.47343 -0.35 -0.11 0.18 0.4851
H -5.72043 -0.47040 1.26739 -0.19 -0.05 -0.01 0.3922
H -5.86026 -0.49606 3.03359 0.07 0.15 0.08 0.4578
H -3.60473 -1.20745 1.39458 0.79 1.07 -0.45 -0.2835
H -5.71166 -2.72316 1.77812 -0.53 1.34 1.01 0.3512
H -4.35772 -3.13855 2.91935 -0.96 -0.53 0.19 0.1787
H -4.51853 -4.21001 0.76165 -0.24 -0.03 -0.20 0.6752
H -3.01672 -3.51887 1.26059 0.54 0.07 -0.57 0.0098
H -3.65753 -2.50049 -2.26451 0.07 0.25 0.24 0.3265
H -3.93519 -4.03319 -1.47427 -0.09 -0.30 -0.22 0.4661
H -2.38285 -3.27268 -1.27125 0.12 0.30 0.24 0.1893
C 4.56217 -0.98719 2.37713 -0.31 -1.80 -0.43 -0.3906
O 5.09111 -1.56652 1.16286 0.14 1.72 0.23 -0.5162
C 4.28346 -1.30985 0.02961 -1.42 -0.84 -0.35 1.0403
C 4.12591 0.13773 -0.46390 1.12 -1.80 -0.89 -0.5713
N 3.13626 0.22819 -1.58466 2.08 1.67 1.52 0.1971
C 3.04741 1.68872 -1.89338 -0.70 -1.45 -0.78 -0.9504
C 2.21175 1.86008 -3.15616 0.38 -0.75 0.44 -0.1725
O 2.82874 1.18030 -4.22456 0.21 -0.07 -0.29 -0.3697
C 2.04245 1.19534 -5.39992 0.00 0.85 0.30 -0.6142
H 3.97737 -0.07465 2.26142 0.36 0.17 -0.18 0.0823
H 5.35585 -0.90596 3.11981 0.06 0.28 -0.26 0.3467
H 3.87814 -1.76801 2.70957 -0.35 0.24 0.58 0.1838
H 3.26481 -1.67613 0.15723 -0.31 -0.33 0.58 -0.3418
H 4.66981 -1.96335 -0.75255 0.21 0.41 -0.18 -0.5038
H 5.13239 0.23028 -0.87198 0.02 1.26 -0.20 0.2719
H 3.97905 0.80045 0.38894 -0.19 0.38 -0.05 0.3533
H 2.25487 -0.09484 -1.21199 -0.35 -0.16 -0.12 -0.3796
H 4.02414 2.14117 -2.06482 0.17 -0.29 0.17 0.6499
H 2.55208 2.19227 -1.06321 -0.06 0.55 0.15 0.3409
H 2.08221 2.92227 -3.36371 -0.18 0.27 -0.27 0.5379
H 1.25129 1.38634 -2.95318 -0.51 0.14 -0.06 -0.0146
H 2.64712 1.02448 -6.29058 0.24 -0.09 0.27 0.2490
H 1.62757 2.20192 -5.45250 -0.30 0.20 -0.53 0.3607
H 1.21116 0.49033 -5.40528 0.07 -0.13 0.25 0.1522
C -1.96468 -4.33001 -4.25843 -0.24 -0.34 0.48 -0.8608
O -0.74643 -3.65162 -4.40830 -1.08 0.82 -0.44 -0.3501
C -0.70607 -2.43554 -3.66134 1.06 -0.02 -0.50 -0.7821
C 0.55885 -1.62129 -4.08525 -0.81 -0.69 1.28 -0.0546
N 1.77486 -2.05865 -3.36329 -1.85 -0.19 -1.86 0.1731
C 1.94683 -3.51578 -3.51613 3.03 0.89 2.33 -0.3966
C 3.30371 -3.77404 -2.70602 -0.31 -1.20 -1.06 -0.7902
O 4.39766 -2.92094 -3.08794 0.67 -0.99 1.29 -0.3222
C 5.70520 -3.52283 -2.79526 -0.73 -0.42 -2.19 -1.0320
H -2.03562 -5.12898 -4.99649 0.15 0.02 0.12 0.3302
H -2.87329 -3.73035 -4.31261 0.05 0.69 -0.67 0.3129
H -2.07634 -4.72711 -3.24950 0.39 -0.57 0.27 0.3023
H -0.72963 -2.69766 -2.60359 0.61 0.09 0.37 0.1701
H -1.55736 -1.75980 -3.74376 -0.68 -0.28 -0.82 0.6951
H 0.30314 -0.62139 -3.73466 0.36 0.33 -0.12 -0.2279
H 0.65053 -1.59175 -5.17098 0.08 -0.26 0.00 0.5621
H 1.39634 -1.89999 -2.44044 0.90 -0.08 0.83 -0.6841
H 2.07229 -3.87800 -4.53651 -0.32 0.36 0.00 0.4689
H 1.19689 -4.05735 -2.93960 -0.19 -0.43 -0.43 0.1452
H 3.59869 -4.81508 -2.83761 0.21 -0.40 -0.83 0.6524
H 3.08676 -3.87934 -1.64303 0.02 1.34 0.55 0.2287
H 5.94408 -3.92993 -1.81276 -0.43 0.74 0.38 0.3553
H 6.49751 -2.94096 -3.26619 -0.20 1.10 0.93 0.2972
H 5.86339 -4.35835 -3.47716 -0.68 -0.87 0.01 0.4184
C 1.87998 5.62400 -1.07840 -1.20 -0.59 -0.26 -1.1386
C 0.31477 5.88815 -1.17615 1.63 0.73 1.01 0.1660
C -0.57369 4.68090 -0.84379 1.60 0.51 -0.30 0.0263
O -1.90888 5.10389 -0.71396 -0.58 -1.64 0.58 -0.4947
C -2.75938 4.04868 -0.20254 -0.98 1.30 -0.49 -0.3222
N -0.00458 6.94142 -0.20259 -0.43 -0.06 -0.17 -0.8310
H 2.20539 4.74304 -1.63167 -0.02 0.30 -0.74 0.0836
H 2.22879 5.32471 -0.09003 -0.62 0.28 0.57 0.3164
H 2.44767 6.52368 -1.31589 -0.18 -0.14 -0.36 0.4172
H -0.00057 6.41933 -2.07421 0.38 -0.80 -0.72 0.3682
H -0.18779 4.40023 0.13621 -0.07 -0.71 0.21 -0.1123
H -0.41455 3.90109 -1.58856 -0.32 -0.36 0.01 0.3758
H -3.18778 3.46838 -1.01975 0.27 -0.20 -0.15 0.3474
H -3.60023 4.56068 0.26536 -0.12 0.17 -0.08 0.3792
H -2.41350 3.37110 0.57807 1.06 0.17 -0.14 -0.2638
H -0.99661 6.75188 -0.19654 -0.62 1.16 0.79 0.3755
H 0.31731 6.69528 0.72256 0.24 -0.18 0.26 0.2552
```
Forces are in eV/Å.

## Properties
* multiplicity: 5
* max |F|: 4.6 eV/Å
* expectation value of S²: 6.010
* HOMO level (spin up / spin down): -0.28127 / -0.28127 Ha
* gap between HOMO and LUMO (spin up / spin down): 5.48 / 5.65 eV
* LUMO (spin up / spin down): -2.2 / -2.0 eV
* E: -158170.819 eV



[2]
Below is one molecule with the formula C5H6IN3 at a distorted geometry, with properties calculated with ωB97M-V/def2-TZVPD.

Geometry as XYZ:
```
15
Properties=species:S:1:pos:R:3:forces:R:3:mulliken_charge:R:1
C 0.58613 0.75287 0.81177 0.08 -0.96 -0.22 -0.3984
C 1.80249 0.14066 0.60052 -3.78 -0.10 -0.83 -0.8708
C -0.54188 0.10531 0.23347 -0.24 0.32 0.12 0.2411
C 0.76178 -1.39489 -0.94038 2.61 -0.08 -1.92 -0.7029
C -1.67875 0.81473 -0.19485 -0.92 0.75 -0.06 0.2413
N -2.05462 2.00974 -0.19018 -0.17 -0.82 -0.46 -0.6662
N 1.87966 -0.83275 -0.40903 -3.65 -0.17 0.26 0.1021
N -0.40812 -1.31380 -0.05727 2.86 0.41 0.13 0.2214
I -3.32145 -0.57350 -0.99950 0.14 0.19 0.28 -0.2056
H 0.34297 1.68998 1.34620 0.77 -0.66 -0.21 0.3820
H 2.69492 0.37172 0.95410 3.63 1.49 1.89 0.5950
H -1.45031 2.81291 -0.27097 0.47 -0.22 0.37 0.2460
H 2.73100 -0.79952 -0.95017 -0.25 -0.48 -0.27 0.2961
H -1.15338 -1.74496 -0.54091 -1.52 0.13 -1.18 0.2392
H -0.19042 -2.03852 0.60720 -0.05 0.21 2.10 0.2795
```
Forces are in eV/Å.

## Properties
* multiplicity: 1
* ΔE to the lowest compared entry with this formula, charge and spin: 3.4662 eV
* max |F|: 4.4 eV/Å
* HOMO level: -0.28734 Ha
* gap between HOMO and LUMO: 8.02 eV
* LUMO: 0.2 eV
* E: -17848.282 eV